(1)
{
  "formula": "C12H20F2InNO16P2S2",
  "method": "the ωB97M-V functional and the def2-TZVPD basis",
  "elements": ["In", "N", "S", "O", "O", "F", "S", "O", "O", "F", "C", "C", "C", "O", "C", "C", "C", "O", "O", "O", "H", "H", "C", "O", "P", "O", "O", "C", "O", "C", "H", "H", "H", "H", "H", "H", "H", "H", "H", "C", "O", "P", "O", "O", "C", "O", "C", "H", "H", "H", "H", "H", "H", "H", "H", "H"],
  "coordinates": [[-0.247, -0.896, -3.129], [3.486, -3.158, -5.785], [4.861, -2.749, -6.261], [5.067, -2.344, -7.625], [6.044, -3.355, -5.619], [4.692, -1.356, -5.474], [3.579, -4.537, -6.795], [4.375, -5.717, -6.454], [3.340, -4.310, -8.181], [2.128, -4.991, -6.368], [-7.582, 1.777, -2.260], [-6.225, 1.631, -2.702], [-5.749, 2.498, -3.989], [-4.645, 2.194, -4.471], [-6.683, 3.581, -4.422], [-7.904, 3.715, -3.837], [-8.358, 2.799, -2.713], [-9.507, 2.828, -2.083], [-8.600, 4.705, -4.315], [-5.500, 0.783, -2.178], [-7.927, 1.111, -1.482], [-6.264, 4.240, -5.168], [7.766, 0.354, 2.292], [6.537, 0.032, 1.586], [5.424, 1.169, 1.109], [4.291, 0.593, 0.291], [5.111, 1.910, 2.545], [4.744, 1.099, 3.674], [6.369, 2.233, 0.321], [5.774, 2.967, -0.736], [7.811, -0.359, 3.115], [7.733, 1.368, 2.690], [8.638, 0.261, 1.644], [5.186, 1.437, 4.611], [5.029, 0.070, 3.455], [3.673, 1.110, 3.881], [5.709, 4.041, -0.567], [4.772, 2.631, -1.004], [6.365, 2.800, -1.636], [-4.025, 0.720, 3.920], [-2.874, 0.090, 4.452], [-2.337, -1.320, 3.890], [-1.804, -1.314, 2.488], [-1.261, -1.857, 5.009], [-1.520, -1.768, 6.430], [-3.577, -2.352, 4.186], [-4.362, -2.797, 3.139], [-4.389, 1.406, 4.685], [-4.716, -0.099, 3.724], [-3.888, 1.131, 2.919], [-0.673, -1.334, 6.963], [-1.609, -2.796, 6.783], [-2.414, -1.222, 6.730], [-4.547, -3.860, 3.300], [-4.031, -2.551, 2.130], [-5.288, -2.241, 3.287]],
  "e_tot_ha": -3596.5672,
  "homo_energy_ev": -8.353,
  "gap_ev": 2.49,
  "max_force_ev_per_a": 9.01
}



(2)
{
  "formula": "C2H6O2S2",
  "method": "the ωB97M-V functional and the def2-TZVPD basis",
  "elements": ["C", "S", "S", "H", "H", "H", "H", "O", "C", "O", "H", "H"],
  "coordinates": [[-0.306, 2.049, -2.801], [1.233, 2.088, -1.453], [-0.117, 2.212, 0.081], [-1.345, 2.128, -2.442], [0.089, 1.257, -3.348], [0.003, 2.993, -3.352], [0.442, 1.189, 0.844], [-0.969, -1.499, 2.179], [-0.178, -2.343, 2.467], [-0.300, -3.736, 2.483], [0.901, -2.105, 2.778], [0.548, -4.233, 2.561]],
  "smiles": "O=CO.CSS",
  "e_tot_ha": -1026.6011,
  "homo_energy_ev": -8.245,
  "gap_ev": 8.69,
  "max_force_ev_per_a": 4.43
}



(3)
{
  "formula": "C43H55ClMgN3O2P2S",
  "method": "the ωB97M-V functional and the def2-TZVPD basis",
  "elements": ["Mg", "C", "C", "C", "P", "C", "C", "C", "C", "C", "C", "C", "C", "C", "C", "N", "C", "C", "C", "C", "C", "C", "C", "P", "C", "C", "C", "C", "C", "C", "H", "H", "H", "H", "H", "H", "H", "H", "H", "H", "H", "H", "H", "H", "H", "H", "H", "H", "H", "H", "H", "H", "H", "H", "H", "H", "H", "H", "H", "H", "H", "H", "H", "H", "H", "H", "H", "H", "H", "H", "C", "C", "C", "C", "C", "C", "C", "S", "O", "O", "N", "C", "C", "C", "C", "C", "C", "C", "C", "N", "C", "H", "H", "H", "H", "H", "H", "H", "H", "H", "H", "H", "H", "H", "Cl", "C", "H", "H"],
  "coordinates": [[0.124, 0.011, 0.337], [-0.614, -4.533, -2.665], [-0.606, -3.064, -2.334], [0.829, -2.475, -2.428], [-1.198, -2.523, -0.363], [-1.153, -4.038, 0.708], [0.309, -4.459, 0.916], [-2.057, -5.218, 0.384], [-2.931, -2.047, -0.511], [-3.890, -2.830, -1.144], [-5.237, -2.502, -1.157], [-6.267, -3.386, -1.816], [-5.603, -1.330, -0.503], [-4.673, -0.496, 0.082], [-3.287, -0.780, 0.075], [-2.381, 0.069, 0.656], [-2.571, 1.405, 0.823], [-3.395, 2.258, 0.067], [-3.362, 3.629, 0.261], [-2.518, 4.233, 1.189], [-2.441, 5.732, 1.335], [-1.681, 3.406, 1.932], [-1.716, 2.029, 1.793], [-0.551, 0.833, 2.489], [-1.549, -0.248, 3.621], [-2.523, 0.481, 4.545], [-0.658, -1.232, 4.380], [0.680, 1.795, 3.479], [1.938, 0.959, 3.750], [0.171, 2.464, 4.756], [-0.246, -4.658, -3.689], [-1.612, -4.966, -2.603], [0.059, -5.089, -2.011], [-1.293, -2.479, -2.947], [0.454, -1.749, -0.694], [1.695, -0.506, -2.650], [1.599, -3.173, -2.719], [-1.509, -3.591, 1.647], [0.624, -5.152, 0.134], [0.435, -4.962, 1.878], [0.999, -3.611, 0.885], [-1.803, -5.669, -0.576], [-3.104, -4.917, 0.362], [-1.945, -5.987, 1.155], [-3.565, -3.737, -1.647], [-5.874, -4.389, -1.984], [-6.581, -2.985, -2.784], [-7.159, -3.472, -1.193], [-6.655, -1.059, -0.458], [-5.013, 0.397, 0.590], [-4.008, 1.844, -0.720], [-3.997, 4.259, -0.355], [-3.115, 6.226, 0.635], [-1.426, 6.090, 1.138], [-2.708, 6.054, 2.345], [-0.975, 3.865, 2.617], [-2.142, -0.811, 2.896], [-2.016, 0.910, 5.410], [-3.277, -0.220, 4.912], [-3.036, 1.283, 4.013], [-0.145, -0.742, 5.210], [0.098, -1.672, 3.725], [-1.262, -2.042, 4.796], [0.969, 2.568, 2.756], [1.768, 0.227, 4.539], [2.752, 1.615, 4.069], [2.264, 0.438, 2.848], [0.120, 1.739, 5.571], [-0.821, 2.900, 4.631], [0.854, 3.260, 5.062], [5.846, -1.269, -5.730], [5.184, -0.979, -4.410], [4.209, 0.014, -4.294], [3.561, 0.231, -3.095], [3.880, -0.485, -1.928], [4.877, -1.442, -2.059], [5.522, -1.685, -3.267], [2.571, -0.983, -0.649], [-0.135, -0.171, -1.902], [3.444, -1.797, 0.259], [2.300, 0.519, 0.226], [3.046, 1.620, 0.054], [4.437, 1.679, 0.006], [5.098, 2.911, -0.105], [4.417, 4.098, -0.202], [3.001, 4.083, -0.249], [2.208, 5.239, -0.434], [0.855, 5.120, -0.587], [0.275, 3.835, -0.538], [0.969, 2.750, -0.302], [2.312, 2.854, -0.147], [5.312, -0.788, -6.549], [5.871, -2.342, -5.925], [6.876, -0.905, -5.739], [3.926, 0.591, -5.167], [2.819, 1.023, -3.060], [5.122, -2.028, -1.181], [6.288, -2.451, -3.319], [4.976, 0.744, 0.091], [6.182, 2.925, -0.099], [4.942, 5.044, -0.260], [2.689, 6.211, -0.470], [0.230, 5.988, -0.754], [-0.791, 3.702, -0.695], [1.021, -1.105, -1.637], [-1.170, 0.785, -2.185], [-1.951, 0.490, -2.873], [-0.811, 1.801, -2.276]],
  "e_tot_ha": -3726.7516,
  "homo_energy_ev": -2.279,
  "charge": -1,
  "gap_ev": 4.87,
  "max_force_ev_per_a": 10.68
}



(4)
{
  "formula": "C3H5N3OS",
  "method": "the ωB97M-V functional and the def2-TZVPD basis",
  "elements": ["C", "C", "C", "H", "H", "H", "H", "H", "N", "N", "N", "O", "S"],
  "coordinates": [[0.337, -0.119, -1.182], [-0.662, 0.701, -0.737], [-0.708, 0.473, 0.647], [1.647, -2.537, 0.256], [2.588, -1.300, 0.527], [0.675, -0.323, -2.183], [-2.198, 2.365, -0.500], [-1.386, 0.672, 2.433], [1.922, -1.636, -0.136], [0.834, -0.748, -0.087], [0.200, -0.412, 1.057], [-1.535, 1.076, 1.528], [-1.713, 1.789, -1.623]],
  "smiles": "Nn1cc(S)c(O)n1",
  "e_tot_ha": -754.9644,
  "homo_energy_ev": -8.134,
  "gap_ev": 8.91,
  "max_force_ev_per_a": 1.74
}



(5)
{
  "formula": "C4H14NOSi",
  "method": "the ωB97M-V functional and the def2-TZVPD basis",
  "elements": ["C", "C", "C", "C", "N", "O", "Si", "H", "H", "H", "H", "H", "H", "H", "H", "H", "H", "H", "H", "H", "H"],
  "coordinates": [[1.670, -2.078, 0.691], [1.534, -1.020, -0.348], [0.920, 0.340, 0.086], [-0.526, 0.385, 0.321], [-1.264, -0.689, 0.255], [-1.406, 0.927, -1.911], [-1.268, 2.136, 0.852], [2.331, -2.834, 0.361], [0.734, -2.421, 0.978], [2.337, -1.837, 1.650], [1.053, -1.444, -1.284], [2.574, -0.834, -0.739], [1.305, 0.662, 1.088], [1.214, 1.047, -0.737], [-2.399, 0.776, -2.215], [-0.944, -1.603, 0.045], [-2.299, -0.526, 0.482], [-1.142, 1.637, -2.450], [-0.932, 2.111, 2.304], [-2.830, 2.179, 0.718], [-0.661, 3.086, -0.149]],
  "multiplicity": 3,
  "e_tot_ha": -579.7963,
  "s2": 2.01,
  "homo_energy_ev": [-10.630, -15.117],
  "charge": 1,
  "gap_ev": [7.55, 6.00],
  "max_force_ev_per_a": 5.69
}



(6)
{
  "formula": "C35H58CaN6O2S2Si4",
  "method": "the ωB97M-V functional and the def2-TZVPD basis",
  "elements": ["Ca", "C", "C", "C", "C", "C", "N", "C", "C", "C", "C", "C", "C", "C", "N", "C", "C", "C", "N", "C", "C", "N", "C", "C", "C", "N", "H", "H", "H", "H", "H", "H", "H", "H", "H", "H", "H", "H", "H", "H", "H", "H", "H", "H", "C", "C", "S", "O", "C", "C", "H", "H", "H", "H", "H", "H", "H", "H", "H", "H", "C", "O", "H", "H", "H", "C", "Si", "C", "C", "Si", "Si", "C", "C", "C", "Si", "C", "C", "C", "H", "H", "H", "H", "H", "H", "H", "H", "H", "H", "H", "H", "H", "H", "H", "H", "H", "H", "H", "H", "H", "H", "H", "H", "H", "H", "H", "S", "C", "N"],
  "coordinates": [[-1.249, -0.275, -0.478], [-0.837, 6.986, -1.501], [-0.987, 5.597, -0.929], [-0.422, 5.245, 0.301], [-0.563, 3.974, 0.811], [-1.247, 2.940, 0.121], [-1.285, 1.662, 0.584], [-1.606, 1.414, 1.918], [-2.604, 2.202, 2.526], [-3.131, 1.919, 3.772], [-2.685, 0.809, 4.481], [-3.272, 0.432, 5.818], [-1.668, 0.056, 3.918], [-1.086, 0.342, 2.686], [0.107, -0.438, 2.406], [1.255, 0.057, 3.227], [1.919, 1.023, 2.269], [1.503, 0.741, 1.042], [0.612, -0.402, 1.035], [-1.869, 3.337, -1.091], [-1.709, 4.625, -1.597], [-2.773, 2.459, -1.780], [-3.820, 2.834, -2.555], [-4.483, 1.692, -2.934], [-3.764, 0.647, -2.333], [-2.738, 1.121, -1.642], [-0.673, 7.718, -0.708], [-1.734, 7.278, -2.053], [0.009, 7.050, -2.193], [0.143, 5.989, 0.858], [-0.112, 3.706, 1.760], [-2.978, 3.049, 1.962], [-3.905, 2.558, 4.185], [-3.849, 1.260, 6.236], [-2.487, 0.165, 6.529], [-3.940, -0.428, 5.718], [-1.265, -0.782, 4.478], [0.878, 0.566, 4.114], [2.619, 1.793, 2.564], [1.775, 1.212, 0.108], [-2.164, 4.881, -2.550], [-4.044, 3.866, -2.758], [-5.353, 1.625, -3.566], [-3.946, -0.417, -2.360], [-2.372, 0.391, -6.623], [-1.296, 1.134, -5.842], [-0.836, 0.022, -4.427], [-0.235, -1.128, -5.187], [0.613, 0.989, -3.902], [0.382, 2.483, -3.714], [-2.699, 0.943, -7.507], [-3.242, 0.220, -5.982], [-1.989, -0.582, -6.934], [-1.694, 2.063, -5.425], [-0.409, 1.328, -6.452], [1.368, 0.768, -4.658], [0.894, 0.523, -2.957], [0.246, 3.000, -4.664], [1.224, 2.943, -3.194], [-0.506, 2.660, -3.101], [-1.621, -2.181, -2.604], [-0.749, -1.134, -2.314], [-1.077, -3.091, -2.885], [-2.263, -1.937, -3.475], [-2.301, -2.427, -1.766], [1.036, -2.604, 4.594], [2.342, -1.505, 3.757], [3.796, -2.759, 3.572], [3.220, -0.531, 5.203], [1.784, -1.882, 1.117], [0.794, -3.815, 0.228], [1.171, -4.216, -1.586], [-0.995, -4.292, 0.584], [1.813, -5.164, 1.115], [3.477, -1.415, -0.471], [4.870, -2.649, -0.070], [4.391, 0.247, -0.296], [3.240, -1.573, -2.354], [1.001, -2.425, 5.676], [1.265, -3.663, 4.436], [0.041, -2.422, 4.183], [3.957, -3.277, 4.529], [4.742, -2.278, 3.289], [3.563, -3.508, 2.811], [3.700, -1.195, 5.931], [2.538, 0.131, 5.750], [4.014, 0.107, 4.786], [0.980, -3.352, -2.228], [0.567, -5.051, -1.960], [2.228, -4.479, -1.697], [-1.656, -3.994, -0.233], [-1.364, -3.793, 1.485], [-1.084, -5.372, 0.730], [2.887, -4.990, 0.972], [1.587, -6.166, 0.730], [1.629, -5.165, 2.195], [5.253, -2.482, 0.941], [5.706, -2.559, -0.773], [4.508, -3.683, -0.110], [4.454, 0.554, 0.752], [3.880, 1.048, -0.840], [5.409, 0.165, -0.692], [3.574, -2.552, -2.709], [3.795, -0.802, -2.897], [2.185, -1.478, -2.632], [-5.449, -1.535, 1.740], [-3.964, -1.390, 1.066], [-2.897, -1.312, 0.586]],
  "e_tot_ha": -4479.5632,
  "homo_energy_ev": -1.499,
  "charge": -2,
  "gap_ev": 5.43,
  "max_force_ev_per_a": 1.53
}



Number 1: molar mass 713.18 g mol⁻¹. Number 2: molar mass 126.20 g mol⁻¹. Number 3: molar mass 799.70 g mol⁻¹. Number 4: molar mass 131.16 g mol⁻¹. Number 5: molar mass 120.25 g mol⁻¹. Number 6: molar mass 811.44 g mol⁻¹.